No. 1
Molecular formula: C3H6N4O2
Method: DFT, ωB97M-V/def2-TZVPD

Summary:
SMILES: [H]/N=C(\N)O/N=C(/N)C=O
HOMO: -9.6 eV
Relative energy (zero: lowest compared OMol25 entry of this formula, charge and spin): 246.8 kJ/mol
F_max: 0.039 Eh/bohr
Orbital gap: 9.7074 eV
Molar mass: 130.107 g/mol

Each line ends with the natural charge from an NBO analysis.
CARTESIAN COORDINATES (ANGSTROEM)
1 H 1.909 -1.934 0.428  0.347
2 N 1.146 -1.265 0.414  -0.759
3 C 1.664 -0.133 0.247  0.685
4 N 3.004 0.217 0.151  -0.841
5 O 0.931 0.988 0.047  -0.412
6 N -0.280 0.966 0.817  -0.175
7 C -1.223 0.405 0.171  0.302
8 N -2.445 0.260 0.751  -0.792
9 C -1.135 -0.265 -1.182  0.389
10 O -2.041 -0.982 -1.569  -0.504
11 H 3.152 1.160 0.439  0.392
12 H 3.741 -0.385 0.610  0.391
13 H -2.988 -0.550 0.419  0.416
14 H -2.491 0.424 1.763  0.401
15 H -0.258 -0.062 -1.827  0.159

No. 2
Molecular formula: C16H32N2O18Ti
Method: DFT, ωB97M-V/def2-TZVPD

Summary:
HOMO (spin up / spin down): -0.8 / -5.6 eV
Spin multiplicity: 4
Relative energy (zero: lowest compared OMol25 entry of this formula, charge and spin): 0.0 kJ/mol
F_max: 0.022 Eh/bohr
Orbital gap (spin up / spin down): 3.1342 / 7.8981 eV
Charge: -1
Expectation value of S²: 3.755
Molar mass: 588.295 g/mol

Each line ends with the Löwdin spin population.
CARTESIAN COORDINATES (ANGSTROEM)
1 Ti -0.166 0.157 0.522  2.412
2 N -3.028 2.041 1.004  0.005
3 O -4.261 2.167 0.991  0.004
4 O -2.536 0.888 1.221  0.015
5 O -2.279 3.017 0.890  0.007
6 N 1.621 3.083 -0.002  0.006
7 O 1.498 1.940 0.553  0.037
8 O 0.802 3.970 0.201  0.006
9 O 2.610 3.262 -0.744  0.004
10 C -3.820 1.851 -2.514  0.000
11 C -2.766 2.921 -2.280  0.000
12 O -1.620 2.789 -3.164  0.002
13 C -0.674 1.980 -2.739  0.005
14 O -0.767 1.226 -1.798  0.024
15 O 0.352 2.070 -3.566  0.002
16 C 1.552 1.420 -3.148  0.003
17 H -4.200 1.495 -1.554  0.000
18 H -3.459 1.001 -3.089  0.000
19 H -4.686 2.295 -3.011  0.000
20 H -2.417 2.975 -1.254  0.000
21 H -3.137 3.907 -2.552  0.000
22 H 2.395 2.088 -3.297  0.000
23 H 1.646 0.483 -3.700  0.000
24 H 1.530 1.232 -2.075  0.003
25 C 3.618 1.233 4.114  0.000
26 C 2.402 0.707 3.386  0.003
27 O 1.361 0.516 4.375  0.008
28 C 0.228 0.009 3.924  0.026
29 O 0.021 -0.272 2.776  0.047
30 O -0.645 -0.127 4.914  0.008
31 C -1.935 -0.610 4.512  0.000
32 H 4.456 1.248 3.411  0.000
33 H 3.880 0.569 4.937  0.000
34 H 3.508 2.258 4.465  0.000
35 H 2.655 -0.258 2.946  0.001
36 H 2.032 1.407 2.638  0.001
37 H -1.831 -1.362 3.735  0.000
38 H -2.596 0.203 4.235  0.000
39 H -2.318 -1.135 5.391  0.000
40 C 4.988 0.105 -1.327  0.000
41 C 3.658 -0.099 -0.620  0.003
42 O 3.604 -1.383 0.010  0.039
43 C 2.380 -1.912 0.138  0.133
44 O 1.330 -1.319 -0.027  0.071
45 O 2.496 -3.200 0.515  0.034
46 C 1.312 -3.975 0.553  0.005
47 H 5.770 0.354 -0.612  0.000
48 H 4.841 0.851 -2.103  0.000
49 H 5.294 -0.812 -1.843  0.000
50 H 2.846 -0.024 -1.341  0.002
51 H 3.479 0.694 0.107  0.001
52 H 0.955 -4.044 1.582  0.001
53 H 1.556 -4.972 0.191  0.001
54 H 0.519 -3.559 -0.064  0.000
55 C -1.339 -1.748 -3.590  0.001
56 C -1.109 -2.753 -2.480  0.002
57 O -2.315 -3.008 -1.746  0.006
58 C -2.483 -2.282 -0.639  0.019
59 O -1.701 -1.499 -0.181  0.037
60 O -3.671 -2.538 -0.138  0.007
61 C -3.983 -1.840 1.078  0.001
62 H -0.503 -1.839 -4.288  0.000
63 H -1.370 -0.739 -3.187  0.000
64 H -2.262 -1.978 -4.122  0.000
65 H -0.320 -2.392 -1.820  0.002
66 H -0.784 -3.717 -2.871  0.001
67 H -4.234 -0.806 0.845  0.000
68 H -3.159 -1.846 1.791  0.001
69 H -4.817 -2.366 1.536  0.000

No. 3
Molecular formula: C6H9N2O2P
Method: DFT, ωB97M-V/def2-TZVPD

Summary:
HOMO (spin up / spin down): -8.6 / -8.5 eV
Relative energy (zero: lowest compared OMol25 entry of this formula, charge and spin): 422.3 kJ/mol
F_max: 0.067 Eh/bohr
Orbital gap (spin up / spin down): 7.5625 / 7.2076 eV
Molar mass: 172.124 g/mol

Each line ends with the natural charge from an NBO analysis.
CARTESIAN COORDINATES (ANGSTROEM)
1 C 0.610 1.505 -0.094  0.692
2 C 0.927 -1.422 -0.259  0.666
3 C 1.983 0.783 0.069  -0.509
4 C 1.896 -0.582 0.617  -0.523
5 C -1.692 0.975 -0.984  -0.478
6 C -1.888 -1.443 0.455  -0.534
7 N -0.347 0.628 -0.603  -0.295
8 N -0.087 -0.675 -0.849  -0.333
9 O 0.472 2.660 0.177  -0.571
10 O 1.093 -2.575 -0.469  -0.551
11 P -2.756 0.135 0.323  0.591
12 H 2.418 0.903 -0.940  0.236
13 H 2.619 1.532 0.586  0.246
14 H 1.446 -0.652 1.529  0.221
15 H 2.815 -1.150 0.619  0.244
16 H -1.921 2.113 -0.897  0.269
17 H -1.948 0.592 -2.083  0.255
18 H -2.128 -2.321 -0.073  0.208
19 H -1.486 -1.582 1.563  0.223
20 H -2.024 0.577 1.312  -0.057

What is the molar mass in the second record? 588.295 g/mol

Number 3 is which compound? C6H9N2O2P

Which formula does entry 2 have? C16H32N2O18Ti